# 1
Computed, not measured: a structure of composition C6H13BBr2FSn in a non-equilibrium geometry, with wB97M-V/def2-TZVPD.

```
24
Properties=species:S:1:pos:R:3
C 2.035 1.798 -0.014
C 2.577 0.364 0.339
C 1.469 -0.682 0.708
Br 0.937 -0.387 2.590
B 0.219 -0.755 -0.335
Br 0.837 -2.030 -1.863
C -1.202 -1.239 0.282
C -2.106 -0.034 0.743
C -3.213 0.303 -0.305
F -1.371 1.144 0.910
H 0.969 1.951 0.244
H 2.219 1.960 -1.102
H 2.603 2.547 0.579
H 3.222 0.484 1.239
H 3.245 -0.048 -0.459
H 1.973 -1.685 0.692
H 0.010 0.286 -0.897
H -1.827 -1.795 -0.467
H -1.076 -1.956 1.127
H -2.545 -0.314 1.723
H -2.672 0.499 -1.260
H -3.682 1.259 0.013
H -3.963 -0.501 -0.406
Sn 1.341 -1.169 -4.080
```

Its gap between HOMO and LUMO is 4.434 eV. The energy above the lowest of the compared OMol25 structures with the same formula, charge and spin comes out at 0.0 kcal per mole. The molar mass comes out at 393.50 g/mol. The total charge is +1. The HOMO energy comes out at -12.071 eV.

---

# 2
Computed, not measured: an isolated molecule of C6H13BO8S in a non-equilibrium geometry, with wB97M-V/def2-TZVPD.

```
29
Properties=species:S:1:pos:R:3
O 2.125 -2.389 1.852
C 1.729 -2.387 0.549
O 0.303 -2.519 0.206
C -0.468 -1.317 0.667
C -2.074 -1.448 0.536
C -2.862 -0.455 -0.467
C -2.120 0.920 -0.921
S -1.903 2.215 0.412
O -3.248 2.688 1.020
O -0.992 1.729 1.567
O -1.075 3.543 -0.347
O 2.846 -2.307 -0.436
C 2.877 -1.000 -1.108
B 3.055 0.298 -0.113
O 2.007 1.323 0.167
O 4.377 0.547 0.560
H 0.048 -0.404 0.163
H -0.217 -1.240 1.832
H -2.562 -1.376 1.624
H -2.310 -2.565 0.185
H -3.873 -0.129 0.079
H -3.230 -1.066 -1.422
H -1.049 0.693 -1.386
H -2.771 1.412 -1.792
H -0.383 3.919 0.279
H 1.962 -0.823 -1.828
H 3.837 -1.011 -1.816
H 1.536 1.594 -0.690
H 4.436 1.555 0.623
```

Its gap between HOMO and LUMO is 10.221 eV. The energy above the lowest of the compared OMol25 structures with the same formula, charge and spin comes out at 149.4 kcal per mole. The molar mass comes out at 256.04 g/mol. The SMILES is O=C(OCCCCS(=O)(=O)O)OCB(O)O. The HOMO energy comes out at -10.542 eV.

---

# 3
Computed, not measured: the ion C6H13BrCl2NO with charge +1 in a non-equilibrium geometry, with wB97M-V/def2-TZVPD.

```
24
Properties=species:S:1:pos:R:3
C 1.069 2.580 -0.879
O 1.275 1.778 0.373
C 1.276 0.440 0.079
Br 2.367 0.079 -1.561
C 2.045 -0.308 1.417
Cl 3.729 0.221 1.318
N -0.124 -0.140 -0.250
C -0.909 0.248 0.923
C -0.198 -1.592 -0.484
C -1.224 -2.100 -1.486
Cl -1.307 -0.751 -2.663
H 2.051 2.835 -1.261
H 0.798 3.514 -0.400
H 0.230 2.188 -1.509
H 1.518 -0.002 2.248
H 1.808 -1.344 1.243
H -0.663 0.147 -1.118
H -0.336 -0.065 1.884
H -1.311 1.287 1.007
H -1.787 -0.316 0.882
H 0.851 -1.908 -0.738
H -0.166 -2.187 0.388
H -2.198 -2.196 -1.010
H -0.984 -2.926 -2.030
```

Its gap between HOMO and LUMO is 11.265 eV. The energy above the lowest of the compared OMol25 structures with the same formula, charge and spin comes out at 5.5 kcal per mole. The molar mass comes out at 265.99 g/mol. The total charge is +1. The SMILES is CO[C@@](Br)(CCl)[N@H+](C)CCCl. The HOMO energy comes out at -13.930 eV.